Below is a 2-piece molecular cluster, C11H10BrNO5 overall, with properties calculated with ωB97M-V with the def2-TZVPD basis set.

Structure (XYZ):
```
28
Properties=species:S:1:pos:R:3
C -0.86 -2.65 -0.67
O -4.44 0.43 1.64
C -1.29 0.60 -0.66
C 0.06 -0.02 -1.37
H -0.65 -3.81 -0.68
C 1.16 1.04 -2.03
C 2.40 1.11 -0.91
C 0.25 -1.67 -1.38
H -3.02 -2.71 0.63
N -3.30 1.90 -0.06
C -2.22 -2.04 0.08
H 1.52 0.68 -3.09
H 1.75 -0.52 4.17
C -2.39 -0.41 0.05
H 1.22 -2.32 -2.99
O 2.72 0.02 -0.17
H 2.05 1.02 3.32
C -1.84 2.13 -0.47
C 1.97 -0.07 3.20
H -3.71 1.67 -1.02
O 3.20 -0.58 2.72
Br 3.46 2.78 -0.51
H 1.18 -0.31 2.49
H 0.66 2.10 -2.19
H 3.38 -0.15 1.87
C -3.53 0.60 0.68
O 1.50 -2.17 -2.03
O -1.24 3.33 -0.65
```

Results
- SMILES string = O=C(Br)Cc1c(O)ccc2c1C(=O)NC2=O.CO
- relative energy (zero: lowest compared OMol25 entry of this formula, charge and spin) (eV) = 12.478
- LUMO (eV) = -1.936

In elementary charge units, the natural (NBO) charges are: number 1, C, carries -0.230; number 2, O, carries -0.490; number 3, C, carries -0.139; number 4, C, carries 0.002; number 5, H, carries 0.260; number 6, C, carries -0.537; number 7, C, carries 0.485; number 8, C, carries 0.313; number 9, H, carries 0.272; number 10, N, carries -0.706; number 11, C, carries -0.172; number 12, H, carries 0.273; number 13, H, carries 0.179; number 14, C, carries -0.129; number 15, H, carries 0.489; number 16, O, carries -0.548; number 17, H, carries 0.159; number 18, C, carries 0.669; number 19, C, carries -0.245; number 20, H, carries 0.401; number 21, O, carries -0.734; number 22, Br, carries 0.046; number 23, H, carries 0.159; number 24, H, carries 0.287; number 25, H, carries 0.481; number 26, C, carries 0.660; number 27, O, carries -0.696; number 28, O, carries -0.507


Below is a 3-piece molecular cluster, C24H53ClNO4P overall, with properties calculated with ωB97M-V with the def2-TZVPD basis set.

Structure (XYZ):
```
84
Properties=species:S:1:pos:R:3
H -8.29 0.19 4.48
H 5.79 -1.61 -0.92
H 4.46 0.43 -0.72
C -7.93 3.51 3.46
C 3.88 2.35 -1.44
H -8.19 0.73 2.82
H 2.66 -2.14 -1.44
H -1.59 1.46 3.22
Cl -0.25 4.38 -4.40
H -4.82 0.12 3.47
C 1.54 -1.52 0.26
C 3.37 0.05 -2.54
C 5.86 -5.23 -3.40
O 2.35 4.92 -5.64
H -8.15 2.60 1.49
H 5.09 -3.22 -0.97
H 0.94 -2.07 -1.74
H 1.22 -0.06 -2.73
H 0.88 0.51 0.57
C 5.85 -3.72 -3.64
N 2.38 2.96 -4.15
H -10.29 2.04 3.10
H 5.27 0.96 -2.18
H 7.14 -5.76 -5.07
C -1.15 -0.60 2.72
H 3.85 -0.93 -2.65
C -3.96 0.80 3.48
C 1.97 -0.17 -1.94
C 7.08 -5.93 -4.00
H -1.23 -0.81 3.80
H 1.94 2.12 -3.76
C 7.19 -3.15 -1.51
C -8.52 1.03 3.82
H 1.75 0.64 -1.24
H -7.69 4.30 1.44
H 1.17 -2.51 0.55
C -7.71 2.24 4.28
C 2.99 3.75 -3.13
H -4.33 1.83 3.55
H 0.75 -1.58 2.65
H -10.21 2.50 5.57
H -8.97 3.83 3.53
H -10.50 0.34 3.42
H 6.15 -2.77 0.35
P 1.43 3.61 -5.41
H 8.08 -2.60 -1.19
H -3.36 0.57 4.37
H 2.00 5.46 -6.35
H -0.43 -0.62 0.27
C -10.62 1.57 5.17
H 2.49 -1.39 0.79
H 2.84 2.45 -1.13
C -7.55 3.36 1.99
H 5.84 -3.53 -4.72
H 7.96 -3.26 -3.52
C 7.03 -2.96 -3.02
C 0.53 -0.50 0.79
H 7.03 -7.00 -3.83
H 4.95 -5.65 -3.84
H -6.64 1.98 4.23
H 4.91 -3.31 -3.25
C 0.32 -0.63 2.31
H -6.50 3.07 1.88
H 0.87 0.16 2.83
H -10.40 0.78 5.89
H -7.34 4.32 3.90
H 4.50 2.77 -0.65
C 1.77 -1.54 -1.25
H 7.39 -4.20 -1.28
C 5.99 -2.66 -0.72
H 6.90 -1.90 -3.24
H 5.80 -5.44 -2.33
C -10.03 1.24 3.80
C -1.83 0.74 2.43
H -1.71 -1.39 2.21
O -3.23 0.61 2.29
H 3.31 0.45 -3.55
H -11.70 1.68 5.12
O 4.10 3.16 -2.61
H -1.45 1.16 1.50
H 8.01 -5.57 -3.55
H -7.92 2.46 5.33
C 4.30 0.91 -1.69
O 2.61 4.83 -2.80
```

Results
- SMILES string = COCCCCCCCCCCOC(=O)NP(O)Cl.CCCCCC.CCCCCC
- LUMO (eV) = 0.665

In elementary charge units, the Löwdin charges are: number 1, H, carries 0.109; number 2, H, carries 0.056; number 3, H, carries 0.113; number 4, C, carries -0.266; number 5, C, carries -0.164; number 6, H, carries 0.101; number 7, H, carries 0.088; number 8, H, carries 0.125; number 9, Cl, carries 0.136; number 10, H, carries 0.085; number 11, C, carries -0.213; number 12, C, carries -0.195; number 13, C, carries -0.270; number 14, O, carries -0.327; number 15, H, carries 0.066; number 16, H, carries 0.062; number 17, H, carries 0.109; number 18, H, carries 0.107; number 19, H, carries 0.097; number 20, C, carries -0.229; number 21, N, carries -0.143; number 22, H, carries 0.098; number 23, H, carries 0.120; number 24, H, carries 0.075; number 25, C, carries -0.188; number 26, H, carries 0.088; number 27, C, carries -0.112; number 28, C, carries -0.188; number 29, C, carries -0.111; number 30, H, carries 0.109; number 31, H, carries 0.066; number 32, C, carries -0.262; number 33, C, carries -0.230; number 34, H, carries 0.078; number 35, H, carries 0.070; number 36, H, carries 0.113; number 37, C, carries -0.226; number 38, C, carries -0.598; number 39, H, carries 0.077; number 40, H, carries 0.105; number 41, H, carries 0.064; number 42, H, carries 0.097; number 43, H, carries 0.104; number 44, H, carries 0.073; number 45, P, carries 0.521; number 46, H, carries 0.105; number 47, H, carries 0.087; number 48, H, carries 0.055; number 49, H, carries 0.122; number 50, C, carries -0.112; number 51, H, carries 0.114; number 52, H, carries 0.123; number 53, C, carries -0.106; number 54, H, carries 0.111; number 55, H, carries 0.101; number 56, C, carries -0.225; number 57, C, carries -0.220; number 58, H, carries 0.069; number 59, H, carries 0.104; number 60, H, carries 0.085; number 61, H, carries 0.088; number 62, C, carries -0.207; number 63, H, carries 0.070; number 64, H, carries 0.114; number 65, H, carries 0.074; number 66, H, carries 0.104; number 67, H, carries 0.127; number 68, C, carries -0.186; number 69, H, carries 0.099; number 70, C, carries -0.106; number 71, H, carries 0.106; number 72, H, carries 0.098; number 73, C, carries -0.271; number 74, C, carries -0.243; number 75, H, carries 0.121; number 76, O, carries -0.190; number 77, H, carries 0.098; number 78, H, carries 0.068; number 79, O, carries -0.008; number 80, H, carries 0.118; number 81, H, carries 0.065; number 82, H, carries 0.102; number 83, C, carries -0.176; number 84, O, carries 0.133


Below is C4H9N3S as an isolated structure, with properties calculated with ωB97M-V with the def2-TZVPD basis set.

Structure (XYZ):
```
17
Properties=species:S:1:pos:R:3
H 0.43 -0.98 1.28
N -0.98 0.75 -0.02
H 1.82 1.73 0.13
H -3.56 -1.18 0.58
C 0.36 0.92 0.07
C -3.19 -0.03 -0.02
H 1.97 0.52 -1.29
N -1.30 -1.55 -0.16
H 1.49 0.46 1.80
H -0.22 -1.60 -0.41
C 1.09 -0.08 0.96
N 0.90 2.01 -0.29
H -3.37 0.78 0.64
C -1.77 -0.38 -0.16
H -1.50 1.79 -0.01
S 2.35 -0.81 -0.22
H -3.82 0.27 -0.86
```

Results
- relative energy (zero: lowest compared OMol25 entry of this formula, charge and spin) (eV) = 4.069
- LUMO (eV) = 0.237

In elementary charge units, the natural (NBO) charges are: number 1, H, carries 0.259; number 2, N, carries -0.635; number 3, H, carries 0.341; number 4, H, carries 0.246; number 5, C, carries 0.432; number 6, C, carries -0.662; number 7, H, carries 0.202; number 8, N, carries -0.695; number 9, H, carries 0.235; number 10, H, carries 0.357; number 11, C, carries -0.615; number 12, N, carries -0.654; number 13, H, carries 0.216; number 14, C, carries 0.424; number 15, H, carries 0.415; number 16, S, carries -0.113; number 17, H, carries 0.247


Below is a 2-piece molecular cluster, C7H14O3 overall, with properties calculated with ωB97M-V with the def2-TZVPD basis set.

Structure (XYZ):
```
24
Properties=species:S:1:pos:R:3
H -0.96 2.10 2.66
C -0.36 0.94 0.95
C -0.04 0.19 -2.18
H -0.35 0.45 3.02
C 0.34 -0.60 -0.96
H -0.38 -1.19 0.99
H 0.75 0.28 -2.96
H -1.97 0.64 2.34
H -2.42 1.25 -1.30
H 2.37 -0.80 -1.67
H -1.61 -0.46 -0.01
C -0.96 1.06 2.33
H 2.18 0.42 -0.42
C 1.86 -0.59 -0.72
H 1.92 -1.36 1.33
C -0.54 -0.39 0.26
C 2.31 -1.60 0.33
H -3.71 1.16 -0.46
O -1.14 0.68 -2.38
O -3.01 1.78 -0.69
O 0.24 1.86 0.43
H 1.97 -2.62 0.07
H 3.41 -1.62 0.40
H 0.09 -1.61 -1.38
```

Results
- SMILES string = CC[C@H](C=O)CC(C)=O.O
- relative energy (zero: lowest compared OMol25 entry of this formula, charge and spin) (eV) = 0.766
- LUMO (eV) = 0.648

In elementary charge units, the natural (NBO) charges are: number 1, H, carries 0.245; number 2, C, carries 0.614; number 3, C, carries 0.488; number 4, H, carries 0.228; number 5, C, carries -0.326; number 6, H, carries 0.231; number 7, H, carries 0.125; number 8, H, carries 0.230; number 9, H, carries 0.493; number 10, H, carries 0.205; number 11, H, carries 0.253; number 12, C, carries -0.715; number 13, H, carries 0.229; number 14, C, carries -0.399; number 15, H, carries 0.202; number 16, C, carries -0.524; number 17, C, carries -0.606; number 18, H, carries 0.454; number 19, O, carries -0.568; number 20, O, carries -0.967; number 21, O, carries -0.548; number 22, H, carries 0.202; number 23, H, carries 0.220; number 24, H, carries 0.236


Below is C20H33N4O2PPdS4 as an isolated structure, with properties calculated with ωB97M-V with the def2-TZVPD basis set.

Structure (XYZ):
```
65
Properties=species:S:1:pos:R:3
H 3.39 -1.15 -0.76
H 1.72 -0.92 -2.46
H 3.16 -0.34 -3.34
H -0.81 5.76 0.16
C 0.06 -6.98 1.27
C -2.13 1.39 -2.76
H 1.04 1.33 -3.19
C -2.32 0.32 -3.83
H -0.61 -3.72 3.71
C -2.23 -0.98 -3.03
H -0.78 -0.75 6.07
C -0.58 -1.76 5.71
H -0.32 5.53 -2.84
H 0.71 6.36 -1.65
S 1.34 -5.83 0.92
C -0.89 -1.11 3.37
N -1.44 -0.68 2.46
H -1.76 3.63 0.18
H -1.50 0.39 -4.55
O 0.25 -8.16 1.57
H 4.20 0.35 -1.25
H 0.79 -3.13 2.82
H 2.64 1.98 -2.80
H 0.98 -3.67 4.51
C 0.05 -1.73 4.31
C 2.50 -0.15 -2.48
C -1.14 5.47 -0.84
H -1.96 6.13 -1.12
H 2.05 -1.34 5.03
H -3.22 -1.29 -2.68
H 2.83 1.27 0.49
C 0.04 5.51 -1.81
H -1.87 -0.87 -0.88
C 1.34 -0.90 4.33
C -1.00 -4.58 0.67
H 1.29 4.21 -0.60
H -1.52 -2.31 5.69
C 2.29 0.64 -0.22
H 0.10 -2.25 6.41
C -1.56 3.99 -0.83
H 1.78 -0.89 3.33
S 1.30 -3.00 0.13
O -0.50 1.64 0.62
N 1.46 1.48 -1.13
N -1.06 0.82 -1.95
Pd -0.15 -1.05 0.57
H -0.41 -1.19 -1.83
P -0.18 1.67 -0.82
S -2.31 -3.46 0.43
H -3.26 0.42 -4.38
H 1.39 3.86 -2.33
C 1.88 1.24 -2.51
C 0.32 -3.15 3.81
S -1.51 -6.22 1.14
N -0.43 3.26 -1.44
H -1.82 -1.81 -3.61
C 0.71 4.17 -1.53
C 0.34 -4.41 0.57
C -1.35 -0.63 -1.81
H -1.84 2.36 -3.17
C 3.23 -0.15 -1.14
H -3.06 1.52 -2.19
H -2.47 3.83 -1.42
H 1.14 0.13 4.62
H 1.65 -0.08 0.33
```

Results
- LUMO (eV) = 4.283
- total charge = -2

In elementary charge units, the natural (NBO) charges are: number 1, H, carries 0.248; number 2, H, carries 0.235; number 3, H, carries 0.190; number 4, H, carries 0.196; number 5, C, carries 0.145; number 6, C, carries -0.204; number 7, H, carries 0.214; number 8, C, carries -0.407; number 9, H, carries 0.229; number 10, C, carries -0.403; number 11, H, carries 0.198; number 12, C, carries -0.583; number 13, H, carries 0.190; number 14, H, carries 0.195; number 15, S, carries 0.271; number 16, C, carries 0.282; number 17, N, carries -0.329; number 18, H, carries 0.225; number 19, H, carries 0.187; number 20, O, carries -0.669; number 21, H, carries 0.171; number 22, H, carries 0.275; number 23, H, carries 0.155; number 24, H, carries 0.185; number 25, C, carries -0.159; number 26, C, carries -0.418; number 27, C, carries -0.411; number 28, H, carries 0.196; number 29, H, carries 0.189; number 30, H, carries 0.206; number 31, H, carries 0.172; number 32, C, carries -0.407; number 33, H, carries 0.234; number 34, C, carries -0.589; number 35, C, carries -0.393; number 36, H, carries 0.175; number 37, H, carries 0.215; number 38, C, carries -0.221; number 39, H, carries 0.194; number 40, C, carries -0.225; number 41, H, carries 0.250; number 42, S, carries -0.543; number 43, O, carries -1.094; number 44, N, carries -0.824; number 45, N, carries -0.834; number 46, Pd, carries 0.034; number 47, H, carries 0.237; number 48, P, carries 2.416; number 49, S, carries -0.512; number 50, H, carries 0.190; number 51, H, carries 0.199; number 52, C, carries -0.214; number 53, C, carries -0.607; number 54, S, carries 0.280; number 55, N, carries -0.813; number 56, H, carries 0.210; number 57, C, carries -0.196; number 58, C, carries -0.430; number 59, C, carries -0.253; number 60, H, carries 0.208; number 61, C, carries -0.424; number 62, H, carries 0.163; number 63, H, carries 0.176; number 64, H, carries 0.199; number 65, H, carries 0.230


Below is an isolated ion of composition C6H13N2 and charge +1, with properties calculated with ωB97M-V with the def2-TZVPD basis set.

Structure (XYZ):
```
21
Properties=species:S:1:pos:R:3
C 1.07 0.78 2.15
H 1.46 -1.10 -2.05
C 1.17 1.32 -0.49
H 1.60 1.63 -1.37
H 1.70 1.40 2.67
C -0.31 0.76 -0.82
C 1.29 1.03 0.76
C -0.85 -1.67 -0.02
C 0.37 -1.19 -2.01
H -0.91 1.37 1.27
H -0.11 -2.05 0.59
N -1.26 1.35 0.28
H 0.04 0.94 2.64
H 0.12 -0.73 -3.01
H 1.10 -0.37 2.33
H -1.37 2.23 -0.17
H -1.08 -2.46 -0.57
H -2.14 0.82 0.21
H 0.08 -2.17 -2.10
H -1.53 -1.32 0.67
N -0.45 -0.59 -0.96
```

Results
- relative energy (zero: lowest compared OMol25 entry of this formula, charge and spin) (eV) = 6.703
- LUMO (alpha / beta) (eV) = -3.977 / -3.819
- total charge = +1

In elementary charge units, the natural (NBO) charges are: number 1, C, carries -0.728; number 2, H, carries 0.221; number 3, C, carries -0.313; number 4, H, carries 0.256; number 5, H, carries 0.282; number 6, C, carries 0.253; number 7, C, carries 0.157; number 8, C, carries -0.401; number 9, C, carries -0.426; number 10, H, carries 0.430; number 11, H, carries 0.203; number 12, N, carries -0.746; number 13, H, carries 0.209; number 14, H, carries 0.223; number 15, H, carries 0.277; number 16, H, carries 0.456; number 17, H, carries 0.223; number 18, H, carries 0.440; number 19, H, carries 0.213; number 20, H, carries 0.188; number 21, N, carries -0.416